{"formula": "C25H25NO6", "method": "ωB97M-V with the def2-TZVPD basis set", "symbols": ["C", "C", "C", "O", "C", "C", "O", "N", "C", "C", "C", "C", "C", "C", "C", "C", "C", "O", "O", "C", "C", "C", "C", "C", "C", "O", "O", "C", "C", "C", "C", "C", "H", "H", "H", "H", "H", "H", "H", "H", "H", "H", "H", "H", "H", "H", "H", "H", "H", "H", "H", "H", "H", "H", "H", "H", "H"], "coordinates": [[-1.49346, -3.38485, 1.88577], [-1.46403, -2.47124, 0.70011], [-0.53633, -2.67710, -0.32307], [0.30639, -3.73910, -0.14390], [1.30401, -3.97547, -1.10984], [2.33640, -2.84369, -1.20406], [2.94772, -2.60227, -2.22083], [2.48495, -2.17379, -0.04600], [3.29495, -0.98860, 0.07563], [2.42022, 0.28410, -0.05059], [3.25270, 1.52673, 0.08867], [3.24043, 2.26398, 1.26434], [4.03723, 3.38729, 1.39799], [4.85773, 3.78312, 0.35658], [4.87486, 3.05399, -0.82038], [4.07718, 1.93254, -0.95316], [4.00755, -0.94707, 1.41541], [5.09437, -0.48128, 1.60382], [3.25400, -1.45907, 2.39852], [-0.49817, -1.81888, -1.42209], [-1.38120, -0.76717, -1.51091], [-2.33042, -0.52896, -0.51351], [-3.28766, 0.55257, -0.54579], [-4.12667, 0.72299, 0.50451], [-4.11120, -0.18773, 1.64242], [-4.83388, -0.09714, 2.60651], [-3.21776, -1.21808, 1.61489], [-2.34615, -1.39458, 0.59366], [-5.13133, 1.83216, 0.59397], [-4.81543, 2.95261, -0.38721], [-4.56706, 2.34948, -1.76375], [-3.31964, 1.47065, -1.73409], [-2.41923, -3.25612, 2.43715], [-1.39666, -4.41772, 1.55977], [-0.65847, -3.16605, 2.55098], [1.81334, -4.88681, -0.78237], [0.88073, -4.15524, -2.10490], [1.91803, -2.42794, 0.75012], [4.04001, -0.99999, -0.72613], [1.94005, 0.25392, -1.03089], [1.64309, 0.25162, 0.71688], [2.60096, 1.95858, 2.08122], [4.01944, 3.95189, 2.31855], [5.48299, 4.65707, 0.46211], [5.51359, 3.35882, -1.63602], [4.09191, 1.36456, -1.87208], [3.71908, -1.39144, 3.24764], [0.22163, -1.96350, -2.21131], [-1.32574, -0.11477, -2.36665], [-6.12379, 1.41969, 0.38691], [-5.15466, 2.19571, 1.62340], [-3.92396, 3.49139, -0.05945], [-5.64450, 3.66025, -0.42317], [-5.43112, 1.74685, -2.05092], [-4.44091, 3.13394, -2.51187], [-2.42488, 2.10103, -1.70253], [-3.27128, 0.87812, -2.65007]], "nbo_charge": [-0.637, -0.137, 0.387, -0.511, -0.164, 0.654, -0.618, -0.616, -0.155, -0.436, 0.065, -0.242, -0.199, -0.214, -0.197, -0.239, 0.789, -0.563, -0.704, -0.354, -0.110, -0.190, 0.093, -0.145, 0.759, -0.572, -0.477, 0.404, -0.424, -0.393, -0.390, -0.444, 0.240, 0.228, 0.220, 0.224, 0.207, 0.422, 0.259, 0.230, 0.217, 0.207, 0.213, 0.213, 0.214, 0.212, 0.507, 0.231, 0.212, 0.218, 0.239, 0.198, 0.214, 0.200, 0.212, 0.222, 0.223], "smiles": "Cc1c(OCC(=O)N[C@@H](Cc2ccccc2)C(=O)O)ccc2c3c(c(=O)oc12)CCCC3", "homo_lumo_gap_ev": 8.63, "e_above_lowest_ev": 0.2269}

---

{"formula": "C25H25NO6", "method": "ωB97M-V with the def2-TZVPD basis set", "symbols": ["C", "C", "C", "C", "O", "C", "C", "C", "C", "C", "C", "C", "C", "O", "C", "C", "C", "C", "C", "O", "C", "O", "C", "O", "N", "C", "C", "C", "C", "C", "O", "C", "H", "H", "H", "H", "H", "H", "H", "H", "H", "H", "H", "H", "H", "H", "H", "H", "H", "H", "H", "H", "H", "H", "H", "H", "H"], "coordinates": [[0.97626, 0.32437, -3.38404], [2.24207, -0.43810, -3.00613], [2.12495, -1.94525, -3.23741], [1.30471, -2.68916, -2.17891], [2.02286, -2.87202, -0.97018], [1.73062, -2.15737, 0.14645], [2.27086, -2.65515, 1.33569], [2.02037, -2.02357, 2.53394], [1.23786, -0.88048, 2.57923], [0.71851, -0.36838, 1.40427], [-0.08219, 0.91851, 1.40283], [-1.33960, 0.80212, 0.56964], [-2.34501, -0.21497, 0.91201], [-2.05902, -1.17685, 1.60447], [-3.69506, 0.00106, 0.39810], [-4.35949, 1.12991, -0.02663], [-5.68316, 0.73526, -0.28605], [-5.74820, -0.60565, -0.00266], [-6.87021, -1.57340, -0.10198], [-4.55850, -1.04460, 0.41863], [-1.20841, 1.60658, -0.50505], [-1.97213, 1.80860, -1.58116], [0.07018, 2.36434, -0.40466], [0.45326, 3.17630, -1.22924], [0.64684, 1.98978, 0.74941], [1.92346, 2.48625, 1.21547], [3.06014, 1.60968, 0.79870], [3.68507, 1.47062, -0.40550], [4.65682, 0.45531, -0.22918], [4.54850, 0.05841, 1.06656], [3.58863, 0.75175, 1.69755], [0.96541, -1.00022, 0.19319], [1.07982, 1.37586, -3.12456], [0.79454, 0.25020, -4.45446], [0.10099, -0.07038, -2.87117], [3.06768, -0.05606, -3.61073], [2.49514, -0.25454, -1.96107], [3.12306, -2.38765, -3.24037], [1.67044, -2.12936, -4.21315], [0.34232, -2.20378, -1.99824], [1.10599, -3.70448, -2.54297], [2.87392, -3.54802, 1.28725], [2.43452, -2.42503, 3.44656], [1.03844, -0.39405, 3.52153], [-0.31438, 1.19817, 2.43751], [-3.95445, 2.11443, -0.12633], [-6.48437, 1.35471, -0.63384], [-6.68053, -2.29124, -0.89967], [-7.79665, -1.04757, -0.31130], [-6.96844, -2.12918, 0.82876], [-1.49241, 2.44716, -2.14324], [1.89819, 2.55518, 2.30580], [2.04824, 3.48080, 0.77746], [3.47858, 2.02845, -1.29571], [5.33563, 0.07845, -0.96592], [5.07627, -0.67833, 1.63791], [0.54832, -0.56932, -0.70226]], "nbo_charge": [-0.620, -0.412, -0.419, -0.064, -0.520, 0.405, -0.287, -0.172, -0.238, 0.015, -0.055, -0.175, 0.495, -0.522, 0.132, -0.210, -0.340, 0.338, -0.657, -0.373, 0.282, -0.642, 0.612, -0.641, -0.389, -0.267, 0.262, -0.303, -0.319, 0.100, -0.401, -0.336, 0.223, 0.205, 0.192, 0.202, 0.216, 0.213, 0.201, 0.177, 0.190, 0.222, 0.212, 0.210, 0.220, 0.235, 0.228, 0.231, 0.229, 0.234, 0.509, 0.225, 0.250, 0.237, 0.230, 0.206, 0.219], "smiles": "CCCCOc1cccc([C@@H]2C(C(=O)c3ccc(C)o3)=C(O)C(=O)N2Cc2ccco2)c1", "homo_lumo_gap_ev": 8.08, "e_above_lowest_ev": 3.0489}

---

{"formula": "C25H26Cl52N2O4P", "method": "ωB97M-V with the def2-TZVPD basis set", "symbols": ["C", "C", "C", "C", "C", "C", "C", "C", "O", "P", "N", "O", "O", "C", "C", "C", "C", "N", "O", "H", "H", "H", "H", "H", "H", "H", "H", "H", "H", "H", "H", "H", "H", "H", "H", "H", "H", "H", "H", "H", "H", "H", "H", "H", "H", "C", "Cl", "Cl", "Cl", "Cl", "C", "Cl", "Cl", "Cl", "Cl", "C", "Cl", "Cl", "Cl", "Cl", "C", "Cl", "Cl", "Cl", "Cl", "C", "Cl", "Cl", "Cl", "Cl", "C", "Cl", "Cl", "Cl", "Cl", "C", "Cl", "Cl", "Cl", "Cl", "C", "Cl", "Cl", "Cl", "Cl", "C", "Cl", "Cl", "Cl", "Cl", "C", "Cl", "Cl", "Cl", "Cl", "C", "Cl", "Cl", "Cl", "Cl", "C", "Cl", "Cl", "Cl", "Cl", "C", "Cl", "Cl", "Cl", "Cl"], "coordinates": [[-1.07539, 2.63655, 1.94677], [0.37812, 1.90774, 1.71137], [1.40248, 2.61195, 2.83525], [0.22323, 0.35071, 2.18180], [0.95162, -0.73846, 1.14272], [2.58648, -0.59980, 1.11650], [3.35613, -1.30565, 2.39110], [4.98460, -1.05424, 2.11947], [5.74284, -0.90800, 3.37399], [0.32442, -2.47604, 1.74220], [1.17970, -3.70822, 1.13413], [-1.32445, -2.68457, 1.14443], [0.25673, -2.53673, 3.51365], [0.33859, -0.32500, -0.35096], [0.54670, 1.25367, -0.72677], [-0.80417, 1.75637, -1.52452], [1.76516, 1.27905, -1.88200], [1.02175, 2.14636, 0.37815], [0.97824, 3.47253, 0.02929], [-0.98528, 3.76909, 2.29911], [-1.57914, 2.07491, 2.87176], [-1.79769, 2.48108, 1.04119], [1.94998, 1.78282, 3.49244], [0.83831, 3.30813, 3.58783], [2.24622, 3.25044, 2.31098], [-0.93955, 0.08724, 2.10697], [0.51289, 0.15165, 3.31060], [2.95919, -1.10252, 0.10058], [2.97815, 0.51863, 1.07747], [3.10463, -2.43919, 2.54291], [3.09813, -0.75944, 3.39798], [5.07461, -0.01210, 1.55180], [5.43907, -1.85386, 1.37262], [6.48136, -0.23839, 3.17552], [1.95099, -3.30328, 0.56094], [-1.24707, -3.38806, 0.41410], [-0.63404, -2.97410, 3.74596], [-0.82154, -0.60546, -0.40237], [0.87355, -1.03824, -1.11640], [-1.80778, 1.54435, -0.92565], [-0.91722, 1.13962, -2.53137], [-0.72804, 2.89613, -1.87453], [2.76787, 1.31993, -1.24287], [1.73416, 0.33389, -2.57671], [1.65211, 2.28223, -2.50038], [2.16706, -5.44369, 5.68761], [1.80204, -4.77011, 4.07906], [0.65625, -5.61651, 6.61597], [2.93621, -7.04021, 5.50234], [3.27392, -4.34809, 6.55305], [-3.50723, 6.00074, 2.00609], [-3.82222, 7.75383, 2.04886], [-5.05441, 5.11814, 2.04526], [-2.62779, 5.59164, 0.51142], [-2.52431, 5.53929, 3.41867], [0.70232, -3.10276, -4.16586], [-0.51402, -2.51459, -5.32731], [-0.04024, -3.25334, -2.55334], [1.30582, -4.69428, -4.69278], [2.05786, -1.94896, -4.09011], [-4.18563, -0.15578, -6.15850], [-3.31092, -1.46058, -6.99918], [-3.71676, -0.13781, -4.43975], [-3.77463, 1.41015, -6.90264], [-5.94025, -0.43469, -6.29257], [3.19897, 2.76075, -5.35355], [3.00414, 1.10581, -4.72300], [4.77935, 2.90561, -6.16331], [1.89908, 3.10811, -6.52164], [3.11312, 3.92356, -4.00634], [-2.68626, -5.30852, 3.13445], [-2.88109, -6.96346, 3.76501], [-1.10588, -5.16366, 2.32470], [-3.98615, -4.96116, 1.96637], [-2.77211, -4.14571, 4.48166], [-3.78929, -4.87687, -3.00282], [-2.91457, -6.18168, -3.84350], [-3.32041, -4.85890, -1.28407], [-3.37828, -3.31095, -3.74696], [-5.54391, -5.15579, -3.13689], [0.83741, 7.74217, 2.69369], [2.47123, 8.31673, 3.11187], [0.16181, 8.76342, 1.39951], [0.92735, 6.05364, 2.13192], [-0.21077, 7.83466, 4.13148], [-0.12704, 0.27308, -8.75688], [-1.52148, 0.04049, -9.84123], [0.53764, -1.31418, -8.29526], [1.12674, 1.22053, -9.59662], [-0.65094, 1.14565, -7.29449], [-5.29741, -0.62749, 3.83075], [-6.31469, -2.04303, 4.19926], [-3.74906, -1.17288, 3.13835], [-6.13716, 0.41808, 2.65755], [-4.98889, 0.28804, 5.32777], [-2.59756, 9.13994, -1.99136], [-2.96258, 9.81352, -3.59991], [-4.10838, 8.96712, -1.06300], [-1.82841, 7.54342, -2.17663], [-1.49070, 10.23554, -1.12591], [0.02005, -8.88292, -4.13710], [-0.03065, -8.03618, -2.57031], [1.47246, -8.37924, -5.03773], [0.07349, -10.64222, -3.85994], [-1.43515, -8.47427, -5.08041], [4.25722, 0.42059, 6.60025], [2.86278, 0.18800, 5.51590], [4.92190, -1.16667, 7.06187], [5.51100, 1.36805, 5.76052], [3.73332, 1.29317, 8.06265]], "mulliken_charge": [-0.148, 1.939, -0.973, -1.917, 0.318, -1.111, 1.158, -0.509, -0.444, 0.588, -0.564, -0.091, -0.208, -0.473, 1.261, -1.254, -0.346, 0.648, -0.553, -0.566, 0.298, 0.136, -0.124, 0.262, 0.283, 0.216, 0.224, 0.321, 0.301, 0.136, -0.668, 0.274, 0.216, 0.313, 0.297, 0.218, 0.061, 0.272, -0.490, 0.297, 0.232, 0.234, 0.178, -0.124, 0.080, 0.226, 0.059, -0.114, -0.110, -0.067, 0.246, -0.087, -0.095, 0.014, -0.087, -0.076, 0.085, 0.145, -0.045, -0.079, 0.236, -0.066, -0.038, -0.092, -0.092, 0.258, -0.001, -0.106, -0.071, -0.076, 0.330, -0.099, -0.012, -0.080, -0.116, -0.074, 0.038, 0.037, 0.095, -0.111, 0.139, -0.111, 0.000, 0.059, -0.092, 0.284, -0.083, -0.074, -0.099, -0.024, 0.207, -0.094, 0.079, -0.106, -0.112, 0.296, -0.099, -0.074, -0.054, -0.091, 0.314, -0.037, -0.091, -0.095, -0.102, 0.232, -0.059, -0.085, -0.103, -0.102], "spin_multiplicity": 2, "s2": 0.75, "homo_lumo_gap_ev": [9.13, 8.70], "e_above_lowest_ev": 6.6750}